1.
Below is a 11-piece molecular cluster, C65H50O24P2 overall, with properties calculated with wB97M-V/def2-TZVPD.

Each line ends with the Mulliken charge.
Positions of all 141 atoms, in Å:
C (-6.07, -4.97, 3.88)  -0.86
C (-5.69, -3.89, 4.62)  -0.18
P (-5.21, -2.39, 3.70)  0.34
C (-6.04, -0.98, 4.61)  -0.49
C (-5.18, 0.00, 5.42)  -0.18
O (-5.53, -0.09, 6.81)  -0.37
C (-4.60, -0.69, 7.60)  0.03
O (-4.90, -1.47, 8.53)  -0.54
P (-3.03, -2.46, 3.87)  -0.11
O (-2.56, -2.69, 5.45)  -0.48
O (-2.37, -1.05, 3.34)  -0.10
H (-5.95, -5.99, 4.25)  0.26
H (-6.46, -4.83, 2.88)  0.24
H (-5.67, -3.87, 5.71)  0.47
H (-6.67, -0.42, 3.91)  0.47
H (-6.74, -1.44, 5.31)  0.20
H (-5.45, 1.01, 5.12)  0.25
H (-4.11, -0.10, 5.25)  0.12
H (-3.55, -0.41, 7.41)  0.46
H (-2.73, -1.92, 5.99)  0.28
H (-2.97, -0.29, 3.28)  0.28
O (-3.92, -2.24, 0.97)  -0.45
C (-4.32, -2.99, 0.11)  0.11
C (-3.55, -4.20, -0.27)  -0.45
C (-3.99, -5.02, -1.22)  -0.51
C (-5.26, -4.77, -1.93)  0.36
O (-5.66, -5.52, -2.79)  -0.62
C (-6.03, -3.56, -1.56)  -0.44
C (-5.60, -2.73, -0.61)  -0.09
H (-2.63, -4.36, 0.27)  0.50
H (-3.45, -5.91, -1.51)  0.47
H (-6.96, -3.39, -2.10)  0.49
H (-6.15, -1.85, -0.32)  0.62
O (0.49, 3.49, -0.56)  -0.66
C (-0.27, 3.08, 0.30)  0.82
C (-1.46, 3.86, 0.70)  -0.49
C (-2.29, 3.42, 1.64)  -0.53
C (-2.05, 2.13, 2.33)  0.24
O (-2.81, 1.73, 3.20)  -0.60
C (-0.86, 1.35, 1.93)  -0.56
C (-0.03, 1.79, 0.99)  -0.36
H (-1.62, 4.80, 0.18)  0.43
H (-3.17, 3.98, 1.95)  0.45
H (-0.70, 0.41, 2.45)  0.61
H (0.85, 1.23, 0.68)  0.52
O (5.84, 1.76, -3.42)  -0.44
C (5.06, 1.35, -2.58)  0.04
C (3.86, 2.13, -2.19)  -0.09
C (3.03, 1.68, -1.25)  -0.32
C (3.27, 0.39, -0.57)  0.77
O (2.52, -0.02, 0.29)  -0.63
C (4.47, -0.39, -0.96)  -0.61
C (5.30, 0.05, -1.90)  -0.50
H (3.71, 3.07, -2.70)  0.48
H (2.15, 2.24, -0.94)  0.42
H (4.62, -1.33, -0.45)  0.45
H (6.18, -0.49, -2.20)  0.48
O (5.09, 7.51, 1.73)  -0.56
C (5.23, 6.32, 1.55)  0.25
C (4.25, 5.55, 0.74)  -0.52
C (4.41, 4.24, 0.54)  0.16
C (5.56, 3.50, 1.12)  0.39
O (5.69, 2.31, 0.93)  -0.51
C (6.54, 4.28, 1.92)  -0.57
C (6.38, 5.58, 2.12)  -0.42
H (3.42, 6.10, 0.32)  0.49
H (3.72, 3.66, -0.04)  0.22
H (7.37, 3.72, 2.33)  0.51
H (7.09, 6.16, 2.70)  0.53
O (-7.76, -10.13, -2.27)  -0.55
C (-7.83, -9.29, -1.39)  0.33
C (-7.49, -7.87, -1.66)  -0.32
C (-7.57, -6.95, -0.70)  -0.19
C (-7.99, -7.31, 0.68)  0.17
O (-8.06, -6.47, 1.55)  -0.48
C (-8.32, -8.73, 0.95)  -0.36
C (-8.25, -9.65, -0.02)  -0.48
H (-7.19, -7.62, -2.67)  0.47
H (-7.33, -5.92, -0.87)  0.58
H (-8.63, -8.97, 1.96)  0.44
H (-8.49, -10.69, 0.16)  0.41
O (10.66, 1.85, -4.06)  -0.56
C (10.11, 2.91, -3.82)  0.34
C (10.88, 4.06, -3.28)  -0.50
C (10.29, 5.22, -3.01)  -0.39
C (8.83, 5.41, -3.24)  0.22
O (8.30, 6.47, -3.00)  -0.59
C (8.07, 4.26, -3.78)  -0.39
C (8.66, 3.10, -4.05)  -0.22
H (11.94, 3.90, -3.12)  0.51
H (10.83, 6.07, -2.62)  0.55
H (7.01, 4.42, -3.94)  0.50
H (8.12, 2.25, -4.44)  0.56
O (8.16, 1.86, -6.62)  -0.39
C (7.39, 1.49, -7.48)  0.29
C (7.87, 1.13, -8.84)  -0.43
C (7.02, 0.73, -9.78)  -0.37
C (5.56, 0.62, -9.51)  0.33
O (4.79, 0.25, -10.37)  -0.55
C (5.09, 0.99, -8.15)  -0.42
C (5.93, 1.39, -7.21)  -0.24
H (8.93, 1.22, -9.01)  0.43
H (7.34, 0.46, -10.78)  0.40
H (4.02, 0.90, -7.98)  0.42
H (5.61, 1.66, -6.21)  0.51
O (-8.84, -2.39, 5.32)  -0.54
C (-9.52, -3.40, 5.33)  0.39
C (-10.05, -3.98, 4.07)  -0.21
C (-10.78, -5.09, 4.08)  -0.38
C (-11.11, -5.79, 5.35)  0.33
O (-11.78, -6.80, 5.36)  -0.57
C (-10.58, -5.20, 6.61)  -0.40
C (-9.84, -4.10, 6.60)  -0.40
H (-9.80, -3.46, 3.16)  0.44
H (-11.18, -5.53, 3.18)  0.43
H (-10.83, -5.73, 7.52)  0.42
H (-9.44, -3.65, 7.50)  0.46
O (-2.91, 3.35, -3.21)  -0.54
C (-3.60, 2.35, -3.17)  0.28
C (-4.16, 1.76, -4.41)  -0.44
C (-4.92, 0.66, -4.36)  -0.42
C (-5.23, -0.01, -3.07)  0.42
O (-5.92, -1.00, -3.03)  -0.47
C (-4.66, 0.58, -1.84)  -0.13
C (-3.90, 1.68, -1.88)  -0.40
H (-3.92, 2.26, -5.33)  0.41
H (-5.34, 0.21, -5.25)  0.43
H (-4.89, 0.08, -0.91)  0.34
H (-3.48, 2.13, -0.99)  0.55
O (13.26, 5.35, -0.90)  -0.57
C (12.47, 5.30, 0.01)  0.36
C (12.27, 4.05, 0.79)  -0.36
C (11.40, 4.00, 1.80)  -0.41
C (10.58, 5.18, 2.17)  0.43
O (9.78, 5.13, 3.08)  -0.57
C (10.78, 6.42, 1.40)  -0.28
C (11.65, 6.48, 0.40)  -0.35
H (12.88, 3.20, 0.50)  0.44
H (11.24, 3.10, 2.38)  0.44
H (10.17, 7.27, 1.69)  0.43
H (11.81, 7.38, -0.19)  0.43

Output
LUMO energy ... -2.1 eV
Spin multiplicity ... 1
DFT total energy ... -135920.8325 eV
HOMO ... -8.087 eV
Gap between HOMO and LUMO ... 6.01 eV
SMILES string ... C=CP(CCOC=O)#P(O)O.O=C1C=CC(=O)C=C1.O=C1C=CC(=O)C=C1.O=C1C=CC(=O)C=C1.O=C1C=CC(=O)C=C1.O=C1C=CC(=O)C=C1.O=C1C=CC(=O)C=C1.O=C1C=CC(=O)C=C1.O=C1C=CC(=O)C=C1.O=C1C=CC(=O)C=C1.O=C1C=CC(=O)C=C1

***

2.
Below is a 2-piece molecular cluster, C3H8NO overall, with properties calculated with wB97M-V/def2-TZVPD.

Each line ends with the Mulliken charge.
Positions of all 13 atoms, in Å:
C (1.97, 0.97, 0.79)  -0.58
O (1.14, 0.05, 1.42)  -0.62
H (2.13, 1.88, 1.41)  0.17
H (2.96, 0.54, 0.62)  0.20
H (1.59, 1.31, -0.18)  0.25
C (-1.17, -1.58, -1.28)  -1.00
C (-1.45, -0.27, -1.04)  0.01
N (-0.96, 0.52, -0.06)  -0.77
H (-0.48, -2.15, -0.66)  0.24
H (-1.62, -2.11, -2.11)  0.25
H (-2.15, 0.20, -1.75)  0.25
H (-1.09, 1.48, -0.33)  0.12
H (0.25, 0.05, 0.88)  0.47

Output
LUMO energy ... 4.4 eV
Energy above the lowest of the compared OMol25 structures with the same formula, charge and spin ... 39.4 kJ/mol
Spin multiplicity ... 1
DFT total energy ... -6777.5831 eV
Total charge ... -1
HOMO ... -2.133 eV
Gap between HOMO and LUMO ... 6.57 eV

***

3.
Below is one molecule with the formula C5H6O2, with properties calculated with wB97M-V/def2-TZVPD.

Each line ends with the Mulliken charge.
Positions of all 13 atoms, in Å:
O (-0.66, -2.24, 0.51)  -0.55
C (-0.32, -1.09, 0.36)  0.46
C (-0.71, -0.05, 1.39)  -0.38
O (-0.85, 1.32, 0.92)  -0.12
C (-0.33, 1.83, -0.17)  -0.52
C (0.48, 0.89, -1.03)  -0.28
C (0.55, -0.62, -0.77)  -0.46
H (0.05, -0.03, 2.19)  0.26
H (-1.67, -0.32, 1.84)  0.32
H (0.27, -1.21, -1.66)  0.33
H (1.48, 1.35, -1.02)  0.31
H (0.12, 1.10, -2.05)  0.33
H (1.57, -0.93, -0.51)  0.29

Output
LUMO energy ... 0.5 eV
Energy above the lowest of the compared OMol25 structures with the same formula, charge and spin ... 296.8 kJ/mol
Spin multiplicity ... 1
DFT total energy ... -9374.0198 eV
HOMO ... -8.459 eV
Gap between HOMO and LUMO ... 8.98 eV

***

4.
Below is C32H28GdN5O2S2 as an isolated structure, with properties calculated with wB97M-V/def2-TZVPD.

Each line ends with the Mulliken spin population.
Positions of all 70 atoms, in Å:
Gd (-0.38, 0.35, 0.17)  6.56
C (0.38, -2.39, 1.74)  0.01
N (-0.25, -1.15, 2.24)  0.01
C (0.70, -0.42, 3.10)  0.01
C (0.20, 0.96, 3.49)  -0.01
N (-0.10, 1.86, 2.36)  0.05
C (-1.31, 2.67, 2.71)  0.00
C (0.91, 2.83, 1.97)  0.04
C (1.85, 3.33, 2.86)  -0.01
C (2.74, 4.33, 2.49)  0.01
C (2.70, 4.84, 1.21)  0.00
C (1.77, 4.36, 0.31)  0.00
C (0.85, 3.36, 0.66)  -0.01
S (-0.36, 2.90, -0.55)  0.20
C (-1.50, -1.44, 2.95)  0.02
C (-1.45, -2.30, 4.05)  0.00
C (-2.59, -2.61, 4.76)  0.00
C (-3.80, -2.05, 4.37)  0.00
C (-3.85, -1.21, 3.28)  -0.01
C (-2.71, -0.88, 2.53)  0.00
S (-2.92, 0.20, 1.16)  0.11
H (0.85, -2.96, 2.54)  0.00
H (1.16, -2.13, 1.01)  0.00
H (-0.37, -3.00, 1.25)  0.00
H (1.66, -0.38, 2.57)  0.00
H (0.87, -0.97, 4.03)  0.00
H (0.92, 1.39, 4.19)  0.00
H (-0.72, 0.83, 4.04)  0.00
H (-1.08, 3.31, 3.57)  0.00
H (-2.13, 2.00, 2.94)  0.00
H (-1.59, 3.28, 1.86)  0.00
H (1.89, 2.97, 3.88)  0.00
H (3.46, 4.70, 3.21)  0.00
H (3.39, 5.62, 0.90)  0.00
H (1.72, 4.75, -0.70)  0.00
H (-0.50, -2.73, 4.35)  0.00
H (-2.53, -3.27, 5.61)  0.00
H (-4.71, -2.28, 4.92)  0.00
H (-4.80, -0.78, 2.97)  0.00
O (1.38, -1.23, -6.82)  0.00
C (2.17, -0.69, -6.04)  0.00
O (3.32, -0.23, -6.18)  0.00
C (1.61, -0.52, -4.60)  0.00
C (0.37, -1.03, -4.26)  0.00
C (-0.08, -0.91, -2.96)  -0.01
N (0.61, -0.23, -2.02)  0.03
C (1.80, 0.29, -2.36)  0.00
C (2.34, 0.13, -3.62)  0.00
C (2.60, 0.93, -1.28)  0.01
C (3.63, 1.80, -1.62)  0.00
C (4.49, 2.25, -0.64)  0.00
C (4.29, 1.84, 0.66)  0.00
C (3.19, 1.04, 0.93)  0.00
N (2.34, 0.59, 0.00)  0.00
C (-1.32, -1.59, -2.49)  0.00
C (-2.24, -2.13, -3.39)  0.00
C (-3.30, -2.85, -2.89)  0.00
C (-3.43, -3.03, -1.52)  0.00
C (-2.50, -2.42, -0.70)  0.00
N (-1.47, -1.71, -1.17)  0.00
H (-0.17, -1.57, -5.03)  0.00
H (3.33, 0.46, -3.89)  0.00
H (3.76, 2.09, -2.65)  0.00
H (5.30, 2.92, -0.89)  0.00
H (4.93, 2.15, 1.47)  0.00
H (2.99, 0.75, 1.95)  0.00
H (-2.11, -1.98, -4.45)  0.00
H (-4.02, -3.29, -3.57)  0.00
H (-4.23, -3.60, -1.09)  0.00
H (-2.59, -2.49, 0.37)  0.00

Output
LUMO energy (spin up / spin down) ... -0.8 / -2.5 eV
Spin multiplicity ... 8
DFT total energy ... -87692.2956 eV
HOMO (spin up / spin down) ... -7.787 / -7.787 eV
Gap between HOMO and LUMO (spin up / spin down) ... 7.00 / 5.32 eV

***

5.
Below is C3H4N2O2 as an isolated structure, with properties calculated with wB97M-V/def2-TZVPD.

Each line ends with the Mulliken charge.
Positions of all 11 atoms, in Å:
C (0.81, 0.05, -0.11)  0.77
C (0.09, -1.02, -0.13)  -0.38
C (-0.26, 0.99, -0.15)  0.08
H (2.44, -0.87, 0.50)  0.40
H (0.58, -1.94, -0.05)  0.37
H (-2.23, -1.61, -0.15)  0.34
H (-0.78, 2.74, 0.25)  0.25
N (-1.20, -1.00, 0.26)  -0.28
N (0.03, 2.27, 0.11)  -0.66
O (2.09, -0.01, -0.18)  -0.57
O (-1.56, 0.41, -0.34)  -0.31

Output
LUMO energy ... 0.1 eV
Energy above the lowest of the compared OMol25 structures with the same formula, charge and spin ... 749.1 kJ/mol
Spin multiplicity ... 1
DFT total energy ... -10244.5009 eV
HOMO ... -8.241 eV
Gap between HOMO and LUMO ... 8.39 eV

***

6.
Below is C3H2F15K2N3O22S9 as an isolated structure, with properties calculated with wB97M-V/def2-TZVPD.

Each line ends with the Mulliken charge.
Positions of all 56 atoms, in Å:
K (-1.77, -5.69, -0.78)  0.99
K (4.44, 1.81, 4.54)  0.99
N (-6.97, -1.38, -4.24)  -0.21
S (-7.67, -1.29, -2.72)  1.08
O (-6.90, -1.89, -1.64)  -0.55
O (-9.15, -1.33, -2.63)  -0.58
F (-7.39, 0.30, -2.48)  -0.29
S (-7.24, -2.83, -4.42)  1.05
O (-8.64, -3.30, -4.50)  -0.59
O (-6.19, -3.63, -3.82)  -0.57
F (-6.75, -2.87, -6.00)  -0.34
N (3.41, 6.22, 5.82)  -0.24
S (2.08, 6.72, 6.73)  1.07
O (0.78, 6.28, 6.24)  -0.53
O (2.12, 7.89, 7.59)  -0.57
F (2.23, 5.60, 7.92)  -0.33
S (3.26, 7.38, 4.86)  1.07
O (3.90, 8.63, 5.26)  -0.59
O (2.11, 7.51, 3.93)  -0.54
F (4.40, 6.78, 3.84)  -0.34
N (0.62, -5.59, -5.24)  -0.23
S (1.43, -6.68, -6.22)  1.08
O (2.71, -6.20, -6.73)  -0.58
O (0.71, -7.66, -6.99)  -0.56
F (1.93, -7.56, -4.94)  -0.31
S (0.00, -4.88, -6.39)  1.08
O (-1.15, -5.56, -7.03)  -0.60
O (0.89, -4.10, -7.21)  -0.56
F (-0.79, -3.78, -5.48)  -0.30
C (3.08, -4.22, 5.70)  0.58
F (2.46, -4.76, 6.72)  -0.23
F (2.68, -2.97, 5.43)  -0.21
F (4.35, -4.36, 5.99)  -0.22
S (2.66, -5.33, 4.21)  1.08
O (3.26, -6.68, 4.59)  -0.70
O (1.21, -5.33, 4.17)  -0.65
O (3.34, -4.79, 3.03)  -0.65
C (3.42, 4.81, -3.93)  0.58
F (3.47, 5.76, -2.92)  -0.23
F (4.37, 4.73, -4.84)  -0.22
F (3.40, 3.61, -3.32)  -0.23
S (1.80, 4.84, -5.02)  1.08
O (1.35, 3.45, -5.04)  -0.63
O (0.88, 5.73, -4.32)  -0.67
O (2.10, 5.30, -6.37)  -0.68
C (-1.27, 2.18, 0.91)  0.57
F (-0.49, 3.10, 0.37)  -0.21
F (-1.32, 2.41, 2.20)  -0.20
F (-2.41, 2.17, 0.21)  -0.21
S (-0.42, 0.38, 0.56)  1.03
O (-1.24, -0.68, 1.26)  -0.70
O (-0.36, 0.22, -0.87)  -0.60
O (0.88, 0.45, 1.28)  -0.67
O (-1.57, 0.38, 7.43)  -0.61
H (-1.27, 0.12, 8.30)  0.30
H (-0.77, 0.59, 6.96)  0.31

Output
LUMO energy ... 3.3 eV
Spin multiplicity ... 1
DFT total energy ... -223583.0080 eV
Total charge ... -4
HOMO ... -1.048 eV
Gap between HOMO and LUMO ... 4.31 eV

***

7.
Below is one molecule with the formula C6H8Cl2N2, with properties calculated with wB97M-V/def2-TZVPD.

Each line ends with the Mulliken charge.
Positions of all 18 atoms, in Å:
Cl (3.11, 1.56, -0.53)  -0.18
C (2.03, 1.04, 0.80)  -0.34
C (1.49, -0.32, 0.52)  0.01
Cl (2.67, -1.54, 0.19)  -0.17
C (0.53, -0.37, -0.86)  -0.76
N (-0.85, -0.47, -0.37)  0.19
C (-1.41, 0.49, 0.39)  -0.17
C (-2.76, 0.22, 0.31)  -0.43
N (-2.95, -0.90, -0.42)  -0.70
C (-1.74, -1.30, -0.84)  0.05
H (2.52, 1.13, 1.80)  0.39
H (1.19, 1.81, 0.77)  0.13
H (0.81, -0.65, 1.33)  0.40
H (0.53, 0.62, -1.45)  0.31
H (0.71, -1.26, -1.47)  0.39
H (-0.87, 1.37, 0.70)  0.15
H (-3.59, 0.71, 0.67)  0.48
H (-1.44, -2.12, -1.55)  0.27

Output
LUMO energy ... 0.6 eV
Energy above the lowest of the compared OMol25 structures with the same formula, charge and spin ... 0.0 kJ/mol
Spin multiplicity ... 1
DFT total energy ... -34375.9044 eV
HOMO ... -9.074 eV
Gap between HOMO and LUMO ... 9.71 eV
SMILES string ... ClC[C@H](Cl)Cn1ccnc1

***

8.
Below is a 2-piece molecular cluster, C4H10N2O overall, with properties calculated with wB97M-V/def2-TZVPD.

Each line ends with the Mulliken charge.
Positions of all 17 atoms, in Å:
C (0.17, -1.46, -0.38)  -0.01
C (-0.78, -1.75, -1.49)  -0.92
N (0.23, 0.87, -0.19)  0.06
C (-0.47, 0.61, 1.05)  0.59
N (1.27, 1.84, -0.23)  -0.81
C (-0.30, 1.40, 2.13)  -1.02
O (-1.11, -0.50, 0.95)  -0.66
H (-0.45, 1.05, -0.94)  0.25
H (1.85, 1.64, -1.04)  0.24
H (1.87, 1.69, 0.58)  0.25
H (1.18, -1.20, -0.68)  0.20
H (0.17, -2.15, 0.45)  0.31
H (0.17, 2.37, 2.05)  0.35
H (-0.74, 1.11, 3.08)  0.27
H (-0.80, -0.95, -2.23)  0.30
H (-1.79, -1.90, -1.11)  0.28
H (-0.46, -2.66, -2.01)  0.33

Output
LUMO energy ... 0.1 eV
Energy above the lowest of the compared OMol25 structures with the same formula, charge and spin ... 543.5 kJ/mol
Spin multiplicity ... 1
DFT total energy ... -9333.3541 eV
HOMO ... -7.782 eV
Gap between HOMO and LUMO ... 7.85 eV

***

Q: spin multiplicity of number 4 (C32H28GdN5O2S2)?
A: 8

***

Q: Number 1 is which compound?
A: C65H50O24P2

***

Q: Which of these has the highest spin multiplicity?
A: C32H28GdN5O2S2

***

Q: Which value of spin multiplicity does entry 8 give?
A: 1